This record from OMol25 describes 4 unconnected molecules or ions with the total composition C23H20F24IO4S at a distorted geometry. The level of theory is ωB97M-V/def2-TZVPD.

Results
Total energy ... -4281.77319 Eh
Highest occupied orbital energy ... -13.081 eV
2S+1 ... 1
Kohn-Sham gap ... 9.21 eV
Net charge ... +1
E_LUMO ... -3.9 eV
Max |F| ... 0.03570 Eh/bohr

Last column: Löwdin charge in e.
Atoms and positions in Å:
O: 2.0066 0.9667 -2.8255  0.01
C: 1.0817 0.7266 -3.5585  -0.92
I: 0.3673 2.0123 -5.0960  0.94
C: 0.3110 -0.6133 -3.3555  -0.33
S: -0.7563 -0.3083 -1.8952  1.18
C: -2.4401 -0.0886 -2.4391  -0.46
C: -2.9320 1.1711 -2.2585  -0.09
C: -4.2296 1.3933 -2.6386  -0.04
C: -4.9538 0.3622 -3.1713  -0.04
C: -4.4385 -0.8913 -3.3567  -0.04
C: -3.1443 -1.1299 -2.9863  -0.07
H: 0.9877 -1.4435 -3.1555  0.11
H: -0.3598 -0.8371 -4.1863  0.08
H: -0.7312 -1.4046 -1.0984  0.03
H: -2.3075 1.9517 -1.8423  0.12
H: -4.6439 2.3849 -2.5135  0.13
H: -5.9858 0.5532 -3.4462  0.13
H: -5.0148 -1.7110 -3.7649  0.13
H: -2.6731 -2.0979 -3.1130  0.10
C: -2.1248 -6.6974 -3.6486  -0.04
C: -2.0495 -5.2546 -3.1098  -0.43
C: -1.0167 -4.9531 -2.0222  -0.29
F: -1.2048 -5.6580 -0.9061  0.12
F: -1.1222 -3.6266 -1.6756  0.04
F: -3.2782 -4.8598 -2.7120  0.13
F: -1.7149 -4.4564 -4.1720  0.09
O: -3.1254 -7.5615 -3.1303  0.05
C: -2.9179 -8.2760 -1.9573  -0.53
C: -3.8697 -7.8456 -0.8357  -0.28
F: -3.7624 -6.5231 -0.5823  0.09
F: -3.5620 -8.5074 0.2977  0.11
F: -1.6241 -8.2172 -1.5854  0.15
F: -3.1777 -9.5647 -2.2403  0.16
H: -2.4012 -6.5890 -4.6974  0.15
H: -1.1454 -7.1768 -3.6588  0.15
H: -0.0009 -5.1317 -2.3840  0.18
H: -4.9041 -8.0618 -1.1103  0.18
C: 1.0398 -0.6868 2.7595  -0.03
C: 1.8685 -1.9670 2.9858  -0.44
C: 3.0383 -1.8981 3.9732  -0.31
F: 3.9703 -1.0016 3.6036  0.10
F: 3.6432 -3.1060 4.0235  0.10
F: 2.2843 -2.4359 1.7850  0.12
F: 1.0037 -2.8928 3.4834  0.11
O: 1.3315 0.1197 1.6131  0.03
C: 2.3437 1.0670 1.6672  -0.52
C: 3.5068 0.7527 0.7190  -0.29
F: 4.0283 -0.4616 0.9685  0.11
F: 4.4830 1.6674 0.8880  0.12
F: 2.7439 1.2556 2.9343  0.16
F: 1.7861 2.2369 1.2683  0.13
H: 0.0260 -1.0388 2.5701  0.14
H: 0.9671 -0.0840 3.6638  0.15
H: 2.6835 -1.6498 4.9776  0.18
H: 3.1674 0.7760 -0.3201  0.16
C: 3.2200 7.5696 3.8097  -0.03
C: 3.1232 8.3350 2.4741  -0.44
C: 1.8118 9.0637 2.1644  -0.30
F: 0.7573 8.2286 2.1054  0.10
F: 1.9101 9.6630 0.9541  0.10
F: 3.4518 7.5015 1.4625  0.13
F: 4.0887 9.2950 2.5144  0.11
O: 2.9980 6.1597 3.8062  0.05
C: 1.7243 5.6322 3.8896  -0.53
C: 1.3280 4.8714 2.6208  -0.29
F: 1.4145 5.6522 1.5273  0.10
F: 0.0433 4.4455 2.7144  0.09
F: 0.8302 6.5826 4.2202  0.15
F: 1.7358 4.7434 4.9090  0.14
H: 4.2642 7.6590 4.1070  0.15
H: 2.6540 8.0616 4.6005  0.15
H: 1.6115 9.8358 2.9122  0.17
H: 1.9763 4.0115 2.4763  0.15

This record from OMol25 describes 13 unconnected molecules or ions with the total composition C6H38NO13 at a distorted geometry. The level of theory is ωB97M-V/def2-TZVPD.

Results
Total energy ... -1284.22797 Eh
Relative energy (zero: lowest compared OMol25 entry of this formula, charge and spin) ... 131.7 kcal/mol
Highest occupied orbital energy ... -6.103 eV
2S+1 ... 1
Kohn-Sham gap ... 8.44 eV
Net charge ... -1
E_LUMO ... 2.3 eV
Max |F| ... 0.18822 Eh/bohr

Last column: Löwdin charge in e.
Atoms and positions in Å:
C: -0.1552 0.1726 -0.4864  -0.30
N: -0.3828 -0.6968 0.6175  -0.05
C: -0.9207 -0.0440 1.8993  -0.31
C: -2.2079 0.8462 1.4837  -0.17
C: -2.1474 2.3421 1.4279  -0.23
O: -2.3840 2.7932 2.8140  -0.11
C: -1.3023 -1.2580 2.8600  -0.05
C: 0.7185 -0.3230 -1.6357  -0.05
H: -0.0108 1.2274 -0.1478  0.10
H: -1.1313 0.3448 -1.0435  0.08
H: 0.4998 -1.2772 1.0026  0.13
H: -0.2880 0.6763 2.4628  0.11
H: -2.9830 0.5241 2.1671  0.11
H: -2.4512 0.5668 0.4838  0.03
H: -3.0499 2.6555 0.8389  0.12
H: -1.2689 2.8392 0.9415  0.11
H: -0.3828 -1.8842 3.1291  0.09
H: -1.9822 -0.9450 3.7358  0.10
H: -1.9217 -1.8149 2.2574  0.01
H: 1.4396 -1.0392 -1.2886  0.06
H: 1.2811 0.5249 -2.0779  0.07
H: 0.1480 -0.7076 -2.5461  0.06
H: 3.1246 2.8587 0.2148  -0.06
H: 4.3278 1.9972 -0.2730  0.07
O: 3.8688 2.8874 -0.3377  -0.07
H: 3.1818 0.3274 0.8612  0.00
H: 3.6646 -0.9460 0.1081  -0.04
O: 3.9113 -0.0807 0.3306  -0.06
H: 1.1098 2.5788 0.4567  0.01
H: -1.6945 2.4453 3.4230  0.09
O: 1.6846 2.7156 1.2108  -0.06
H: -3.2704 -1.8616 -2.3607  0.05
H: -2.5211 -3.0381 -2.8011  0.06
O: -2.6380 -2.0960 -3.0933  -0.09
H: 1.3619 3.2054 -2.2346  0.08
H: 2.7741 3.1064 -1.7108  -0.04
O: 2.3104 2.9231 -2.5313  -0.11
H: 2.2515 0.1828 3.0154  -0.03
H: 2.0050 1.8717 1.4951  -0.05
O: 1.9842 0.3821 2.1597  -0.30
H: 3.2753 -2.6610 0.4462  -0.07
H: 2.6119 -3.3225 -0.5980  -0.03
O: 3.4497 -3.0624 -0.3815  -0.03
H: -2.3859 0.9810 -2.2037  0.05
H: -3.0881 2.1617 -1.6589  0.10
O: -2.9254 1.2052 -1.4286  -0.08
H: 2.1835 -2.4897 2.3568  -0.02
H: 2.3092 -0.9550 1.8559  0.01
O: 2.3723 -2.0228 1.6139  -0.13
H: -1.3408 -0.9327 -3.8283  -0.08
H: -0.2836 0.0061 -4.2113  0.02
O: -1.1765 -0.2613 -4.4126  -0.03
H: -0.7770 -3.5317 -0.4164  -0.01
H: -0.7403 -2.5495 -1.5765  0.03
O: -1.0709 -3.4196 -1.2686  -0.03
H: -2.5047 -1.8525 -0.0679  0.01
H: -3.1315 -0.7589 -0.6780  -0.12
O: -3.3303 -1.5172 -0.3711  0.04

This record from OMol25 describes 2 unconnected molecules or ions with the total composition C9H14 at a distorted geometry. The level of theory is ωB97M-V/def2-TZVPD.

Results
Total energy ... -350.94847 Eh
Relative energy (zero: lowest compared OMol25 entry of this formula, charge and spin) ... 38.0 kcal/mol
<S²> ... 0.767
Highest occupied orbital energy (alpha / beta) ... -13.969 / -13.969 eV
2S+1 ... 2
Kohn-Sham gap (alpha / beta) ... 9.64 / 5.48 eV
Net charge ... +1
E_LUMO (alpha / beta) ... -4.3 / -8.5 eV
Max |F| ... 0.07051 Eh/bohr

Last column: Löwdin charge in e.
Atoms and positions in Å:
C: 2.3244 -0.2775 1.8604  -0.20
C: 2.6495 -1.2328 0.6638  -0.19
H: 2.9793 -0.6451 2.8215  0.12
H: 2.8028 0.6923 1.8022  0.04
H: 1.2541 -0.1861 2.1285  0.05
H: 2.9843 -0.6424 -0.2850  0.09
H: 1.7485 -1.9673 0.6594  0.08
H: 3.5866 -1.7891 0.7868  0.05
C: -0.7590 -1.7399 -0.9864  0.03
C: -2.8211 1.4706 -0.5478  -0.03
C: -1.8409 2.4190 -0.3427  0.04
C: -2.5325 0.1499 -0.7389  0.04
C: -1.1630 -0.2743 -0.6424  -0.10
C: -0.5194 2.0233 -0.4144  0.00
C: -0.1851 0.6992 -0.4096  0.01
H: -3.8613 1.7196 -0.6613  0.13
H: -2.1788 3.4951 -0.3069  0.17
H: -3.3150 -0.5659 -1.1544  0.17
H: 0.2690 2.7251 -0.2247  0.13
H: -0.9382 -2.4549 -0.2332  0.09
H: 0.2017 -1.9632 -1.3415  0.07
H: 0.8062 0.3943 -0.6986  0.12
H: -1.4920 -2.0499 -1.7350  0.10

This record from OMol25 describes 2 unconnected molecules or ions with the total composition CHClN3O at a distorted geometry. The level of theory is ωB97M-V/def2-TZVPD.

Results
Total energy ... -737.87692 Eh
Relative energy (zero: lowest compared OMol25 entry of this formula, charge and spin) ... 120.8 kcal/mol
Highest occupied orbital energy (alpha / beta) ... -15.953 / -15.320 eV
2S+1 ... 1
Kohn-Sham gap (alpha / beta) ... 8.16 / 6.81 eV
Net charge ... +1
E_LUMO (alpha / beta) ... -7.8 / -8.5 eV
Max |F| ... 0.03791 Eh/bohr

Last column: Löwdin charge in e.
Atoms and positions in Å:
C: 1.1562 0.4353 -0.2533  -0.18
N: 0.3621 -1.8078 -0.4994  0.30
N: 0.9553 -0.8082 -0.3826  0.05
N: -1.0557 0.5389 0.2382  -0.40
O: 1.5613 1.5072 -0.2431  0.34
Cl: -2.0099 -0.7160 -0.0909  0.82
H: -0.9693 0.8504 1.2310  0.08